11
Properties=species:S:1:pos:R:3 method="wB97M-V/def2-TZVPD" lumo_ev="-1.2351 / -0.7665" gap_ev="6.87 / 7.64" smiles="IN1C=CCN1" e_homo_ev="-8.11 / -8.41" spin_multiplicity=1 e_above_lowest_ev=1.616 mol_weight_g_mol=196.0 charge=0
H 1.3142 0.8749 1.6659
C -0.7003 0.5076 0.9144
H 1.7141 -0.7835 -0.4720
I -2.3706 -2.1703 0.2549
C 1.0428 0.0801 -0.5359
N -1.3088 0.0473 -0.2734
H 1.6818 1.0002 -1.0113
N -0.2911 -0.0633 -1.1983
H -0.4650 -0.8239 -1.8488
C 0.6137 0.5428 0.7985
H -1.2309 0.7882 1.7060

85
Properties=species:S:1:pos:R:3 method="wB97M-V/def2-TZVPD" lumo_ev=-0.1669 gap_ev=6.61 e_homo_ev=-6.77 spin_multiplicity=1 e_above_lowest_ev=0.946 mol_weight_g_mol=1103.3 charge=0
C -0.8791 3.1199 2.5065
H 3.9852 2.5020 -1.4194
C 2.9773 0.5404 1.5443
I -4.4311 0.6291 2.4184
C -0.5660 -2.2733 -4.1473
C -3.7549 2.5332 -1.0456
C -2.5911 4.3331 3.6603
C 2.0312 0.7858 -3.5753
C 0.7949 -2.8191 2.4399
C -6.2797 1.4270 -1.3896
C 0.1600 -3.5421 3.4465
H 2.7509 -1.8969 2.5738
H 6.5376 -1.4355 -0.6957
H 2.5455 3.3300 0.4268
C 2.3001 -2.8714 2.3714
H -0.1103 0.7576 -3.4059
C -1.3926 -2.0806 1.7066
C 5.4628 -1.3482 -0.6005
H -0.2192 3.8231 0.2911
H -7.2637 0.9942 -1.5165
I -3.2129 6.0376 4.6908
H -0.0232 -5.4065 -3.0229
C -5.1644 0.6118 -1.4054
H 0.8088 -5.4927 -0.9223
C -3.0801 2.1781 2.7304
H -3.0794 -2.7903 2.8204
N 0.4402 3.0715 0.4738
C -4.8858 3.3516 -1.0180
C -6.1412 2.8003 -1.1910
H 2.0541 0.1434 -4.4442
H 1.1534 3.7721 2.3621
H -0.3915 -0.5131 -2.9667
C -1.2204 -3.5513 3.5849
C 3.1006 2.0963 -1.8935
H -5.2645 -0.4591 -1.5361
H 2.4537 1.3564 1.0499
O -1.3540 1.0206 1.5309
C -3.8935 1.1619 -1.2316
H -0.5824 5.0470 3.3912
C 0.0996 -2.2491 -1.8118
H 2.2480 0.0424 2.1930
C -1.7810 2.0758 2.2267
C 0.8216 1.1226 -2.9924
C -3.4877 3.3004 3.4380
H 0.9205 2.0182 2.2253
H -1.6779 -4.1263 4.3801
H -0.1790 -4.4731 0.1291
H 2.6650 -3.1889 1.3959
C 0.6035 -4.4632 -0.6306
H 0.7685 -4.1119 4.1393
C -0.2817 -1.5876 -2.9757
C 3.5421 -0.3869 0.5121
H 3.7574 0.9646 2.1766
H 1.5032 -4.0620 -0.1678
H -4.7678 4.4156 -0.8535
H 2.6830 -3.5692 3.1152
C 2.6971 -1.1248 -0.3233
C 4.9186 -0.5127 0.3650
Sb 0.5632 -0.9562 -0.1621
H -0.6960 -4.2088 -5.0634
N 0.7193 1.8982 -1.9138
C -0.0072 -2.0945 1.5476
H -0.8690 -1.7297 -5.0329
S -2.4735 0.1325 -1.2594
C 0.5084 2.9871 1.9527
H -2.0117 -1.4840 1.0444
C 1.6804 3.3573 -0.2367
C -1.2848 4.2442 3.2028
H 5.5736 0.0520 1.0191
H 1.6461 4.3683 -0.6564
S -2.1441 3.1964 -0.8918
H 2.6022 -2.5142 -1.9600
C -0.0961 -4.3253 -3.0096
C 1.8425 2.3865 -1.3816
H -4.5031 3.3661 3.8027
C -0.4738 -3.6529 -4.1614
C 0.1978 -3.6506 -1.8266
C -2.0028 -2.8133 2.7145
H -7.0168 3.4358 -1.1610
H 4.1641 1.0242 -3.4188
Rh -0.8567 1.4130 -0.3461
C 3.2487 -1.9504 -1.2980
H 5.0383 -2.7206 -2.1953
C 3.1967 1.2774 -3.0051
C 4.6263 -2.0664 -1.4377